(1)
This record from the OMol25 dataset describes C4H5NO as an isolated structure at a distorted geometry. The level of theory is the ωB97M-V functional and the def2-TZVPD basis.

Energy above the lowest of the compared OMol25 structures with the same formula, charge and spin ... 4.493 eV
Maximum force ... 1.07 eV/A
Total charge ... 0
E_tot ... -285.2495 hartree
Frontier orbital gap ... 0.351 hartree

Cartesian coordinates (Å):
N: -2.355 -0.691 -1.794
C: -1.283 -0.434 -1.447
C: 0.065 -0.090 -0.986
C: 0.017 0.389 0.458
C: 0.045 -0.602 1.559
O: 1.327 0.625 1.040
H: 0.476 0.688 -1.640
H: 0.695 -0.984 -1.055
H: -0.529 1.331 0.555
H: -0.341 -0.080 2.451
H: 1.883 -0.152 0.859

---

(2)
This record from the OMol25 dataset describes one molecule with the formula C8H13P at a distorted geometry. The level of theory is the ωB97M-V functional and the def2-TZVPD basis.

Energy above the lowest of the compared OMol25 structures with the same formula, charge and spin ... 1.697 eV
Maximum force ... 3.73 eV/A
Total charge ... 0
E_tot ... -653.8378 hartree
Frontier orbital gap ... 0.306 hartree

Cartesian coordinates (Å):
C: -1.958 0.382 0.212
C: -1.443 0.567 -1.037
C: -0.713 -1.540 -0.365
C: 0.177 -0.122 1.292
C: -1.184 -0.722 0.829
C: -0.413 -0.387 -1.247
C: 0.945 0.453 0.196
C: 0.947 1.983 0.111
P: 2.499 -0.541 -0.152
H: -2.817 0.888 0.661
H: -1.624 1.396 -1.675
H: 0.086 -2.199 -0.285
H: -1.632 -2.077 -0.813
H: 0.071 0.623 2.071
H: 0.928 -0.804 1.710
H: -1.552 -1.399 1.715
H: 0.141 -0.669 -2.163
H: 1.286 2.170 -0.950
H: 1.736 2.282 0.746
H: -0.084 2.342 0.460
H: 2.562 -0.811 -1.519
H: 2.043 -1.813 0.202

---

(3)
This record from the OMol25 dataset describes a 2-piece molecular cluster, C9H14 overall at a distorted geometry. The level of theory is the ωB97M-V functional and the def2-TZVPD basis.

Energy above the lowest of the compared OMol25 structures with the same formula, charge and spin ... 0.574 eV
Maximum force ... 1.92 eV/A
Total charge ... 0
E_tot ... -351.3091 hartree
Frontier orbital gap ... 0.369 hartree

Cartesian coordinates (Å):
C: 1.601 -0.405 -2.044
C: 0.223 -0.019 -2.559
H: 2.215 0.482 -1.888
H: 1.630 -1.122 -1.230
H: 2.107 -0.984 -2.835
H: -0.209 0.695 -1.859
H: -0.407 -0.908 -2.528
H: 0.234 0.415 -3.556
C: -1.569 -1.821 1.173
C: -0.876 -0.499 1.265
C: -1.572 0.720 1.297
C: 0.501 -0.400 1.164
C: -0.858 1.892 1.266
C: 1.276 0.761 1.123
C: 0.541 1.931 1.226
H: -2.152 -1.905 0.257
H: -2.206 -2.002 2.044
H: -2.654 0.628 1.267
H: 1.039 -1.287 1.445
H: -1.342 2.863 1.343
H: 2.347 0.684 1.243
H: 0.989 2.919 1.200
H: -0.857 -2.636 1.185

---

(4)
This record from the OMol25 dataset describes one molecule with the formula C15H14N4O3S at a distorted geometry. The level of theory is the ωB97M-V functional and the def2-TZVPD basis.

Energy above the lowest of the compared OMol25 structures with the same formula, charge and spin ... 3.456 eV
Maximum force ... 4.46 eV/A
Total charge ... 0
E_tot ... -1422.8554 hartree
Frontier orbital gap ... 0.287 hartree

Cartesian coordinates (Å):
O: -0.876 -1.171 1.243
O: 1.724 2.781 0.126
N: -4.372 0.946 -2.245
N: -2.169 -1.324 -0.565
N: -3.142 2.688 -0.233
O: 1.729 0.580 3.491
S: -4.014 -1.644 -2.499
C: -1.515 -0.554 0.376
C: 1.749 2.091 1.163
C: -4.736 -0.086 -2.951
C: -3.102 -0.744 -1.315
C: -2.784 1.447 -0.408
C: 0.533 0.756 2.794
C: 0.514 1.507 1.641
C: -0.757 1.819 0.947
C: -1.694 0.903 0.426
N: -3.425 0.599 -1.326
C: 2.979 -0.950 0.709
C: 3.766 0.068 -0.154
C: 3.210 -0.882 2.199
C: 4.146 1.318 0.687
C: 2.990 0.550 2.788
C: 3.103 1.677 1.765
H: -3.902 3.035 -0.758
H: -5.509 0.009 -3.692
H: -0.373 0.323 3.190
H: -0.881 2.872 0.665
H: 1.921 -0.781 0.485
H: 3.236 -1.983 0.433
H: 3.172 0.361 -1.019
H: 4.685 -0.424 -0.511
H: 2.508 -1.535 2.688
H: 4.214 -1.195 2.459
H: 4.272 2.129 -0.012
H: 5.132 1.131 1.150
H: 3.770 0.688 3.538
H: 3.477 2.572 2.306

---

(5)
This record from the OMol25 dataset describes a 7-piece molecular cluster, C31H48N4O17 overall at a distorted geometry. The level of theory is the ωB97M-V functional and the def2-TZVPD basis.

Multiplicity ... 2
Maximum force ... 4.49 eV/A
Total charge ... +1
E_tot ... -2707.4342 hartree
Frontier orbital gap (spin up / spin down) ... 0.129 / 0.048 hartree

Cartesian coordinates (Å):
C: 1.160 11.925 -34.360
N: 1.143 11.744 -35.855
O: 0.080 11.560 -36.358
O: 2.175 11.878 -36.481
H: 0.971 12.975 -34.139
H: 2.195 11.781 -34.051
H: 0.465 11.293 -33.808
C: 8.582 10.028 -34.564
C: 7.873 11.254 -34.064
C: 6.374 11.324 -34.196
O: 5.860 10.096 -33.716
C: 4.526 9.689 -34.057
N: 8.105 11.453 -32.622
H: 8.885 9.351 -33.765
H: 9.442 10.429 -35.100
H: 7.976 9.567 -35.343
H: 8.288 12.187 -34.446
H: 6.016 11.502 -35.210
H: 5.917 12.157 -33.662
H: 4.412 9.902 -35.120
H: 3.877 10.378 -33.516
H: 4.284 8.712 -33.637
H: 7.414 10.853 -32.195
H: 7.683 12.329 -32.349
C: 3.494 13.919 -31.953
C: 4.287 15.205 -32.062
C: 5.622 15.063 -32.835
O: 6.639 14.255 -32.300
C: 6.866 14.283 -30.921
N: 3.327 16.137 -32.697
H: 2.696 14.120 -31.238
H: 4.162 13.133 -31.600
H: 3.141 13.563 -32.921
H: 4.418 15.623 -31.064
H: 6.241 15.960 -32.829
H: 5.413 14.575 -33.787
H: 6.020 14.711 -30.383
H: 7.696 14.934 -30.645
H: 7.098 13.286 -30.547
H: 3.281 15.923 -33.683
H: 3.470 17.132 -32.599
C: -1.612 12.850 -31.441
C: -1.550 14.334 -31.263
C: -0.938 15.300 -32.358
O: -0.719 14.641 -33.648
C: -0.435 15.533 -34.739
N: -2.897 14.573 -30.873
H: -0.626 12.489 -31.737
H: -2.324 12.495 -32.185
H: -1.689 12.300 -30.502
H: -0.916 14.482 -30.389
H: 0.019 15.657 -31.976
H: -1.498 16.227 -32.485
H: 0.619 15.752 -34.565
H: -1.148 16.355 -34.798
H: -0.290 14.854 -35.579
H: -3.449 14.341 -31.687
H: -2.966 15.577 -30.947
C: -0.980 9.480 -40.883
C: -2.276 9.127 -40.875
C: -3.339 9.816 -40.085
O: -4.488 9.504 -39.978
C: -2.820 11.027 -39.433
C: -1.607 11.512 -39.636
C: -0.529 10.764 -40.307
O: 0.562 11.303 -40.543
O: -1.235 12.637 -38.970
O: -2.528 7.830 -41.196
H: -0.307 8.917 -41.512
H: -3.336 11.508 -38.616
H: -0.277 12.682 -38.930
H: -3.453 7.617 -41.057
C: 6.996 10.508 -37.782
C: 5.694 10.517 -37.952
C: 4.952 9.490 -38.747
O: 3.701 9.395 -38.833
C: 5.730 8.399 -39.215
C: 7.093 8.382 -38.908
C: 7.878 9.425 -38.224
O: 9.083 9.423 -38.083
O: 7.885 7.345 -39.284
O: 4.926 11.481 -37.418
H: 7.559 11.300 -37.312
H: 5.288 7.586 -39.773
H: 8.670 7.349 -38.731
H: 4.007 11.321 -37.645
C: -3.338 7.823 -36.035
C: -2.374 8.061 -35.106
C: -2.150 9.447 -34.455
O: -1.292 9.837 -33.717
C: -3.215 10.361 -34.792
C: -4.220 10.095 -35.730
C: -4.289 8.876 -36.502
O: -5.077 8.691 -37.458
O: -5.221 10.971 -35.897
O: -1.383 7.185 -34.883
H: -3.165 6.950 -36.647
H: -3.297 11.327 -34.316
H: -5.645 10.817 -36.744
H: -1.077 7.335 -33.986

---

(6)
This record from the OMol25 dataset describes one molecule with the formula C8H6S2 at a distorted geometry. The level of theory is the ωB97M-V functional and the def2-TZVPD basis.

Energy above the lowest of the compared OMol25 structures with the same formula, charge and spin ... 0.000 eV
Multiplicity ... 3
Maximum force ... 3.98 eV/A
Total charge ... 0
E_tot ... -1104.6484 hartree
Frontier orbital gap (spin up / spin down) ... 0.199 / 0.185 hartree

Cartesian coordinates (Å):
C: -2.386 -0.170 0.096
C: -1.751 -1.361 0.040
C: -1.724 1.112 0.193
C: -0.396 -1.365 0.169
C: -0.313 1.034 0.198
C: 0.408 -0.142 0.233
C: 2.691 0.788 -0.693
C: 1.838 -0.320 -0.004
S: 3.174 1.945 0.362
S: 2.752 -1.574 0.524
H: -3.483 -0.175 0.058
H: -2.292 -2.277 -0.232
H: -2.343 2.029 0.456
H: 0.142 -2.275 -0.158
H: 0.363 1.932 0.333
H: 3.320 0.819 -1.576

---

(7)
This record from the OMol25 dataset describes C4H5NO as an isolated structure at a distorted geometry. The level of theory is the ωB97M-V functional and the def2-TZVPD basis.

Energy above the lowest of the compared OMol25 structures with the same formula, charge and spin ... 4.174 eV
Maximum force ... 1.45 eV/A
Total charge ... 0
E_tot ... -285.2612 hartree
Frontier orbital gap ... 0.323 hartree

Cartesian coordinates (Å):
C: -1.264 -0.342 0.006
C: -0.194 0.718 0.056
O: 0.628 0.564 1.260
C: 1.159 0.528 -0.501
C: 1.549 -0.802 -0.783
N: 1.990 -1.818 -1.156
H: -2.067 -0.138 0.720
H: -1.699 -0.354 -0.999
H: -0.840 -1.330 0.208
H: -0.595 1.732 -0.016
H: 1.334 1.243 1.204

---

(8)
This record from the OMol25 dataset describes one molecule with the formula C5H4Cl2IN at a distorted geometry. The level of theory is the ωB97M-V functional and the def2-TZVPD basis.

Energy above the lowest of the compared OMol25 structures with the same formula, charge and spin ... 0.000 eV
Maximum force ... 1.17 eV/A
Total charge ... 0
E_tot ... -1465.7287 hartree
Frontier orbital gap ... 0.328 hartree

Cartesian coordinates (Å):
C: 0.659 1.295 0.171
C: 0.795 -0.040 0.816
C: -0.172 1.470 -0.863
C: -0.474 -0.880 0.574
C: -1.022 -0.657 -0.809
N: -0.897 0.440 -1.422
Cl: -0.213 -2.588 0.981
Cl: 2.368 -0.796 0.184
I: -1.795 -2.262 -1.908
H: 1.313 2.081 0.512
H: 0.947 0.039 1.893
H: -0.265 2.405 -1.394
H: -1.244 -0.508 1.266

---

(9)
This record from the OMol25 dataset describes C10H19O6Rb as an isolated structure at a distorted geometry. The level of theory is the ωB97M-V functional and the def2-TZVPD basis.

Energy above the lowest of the compared OMol25 structures with the same formula, charge and spin ... 3.762 eV
Maximum force ... 5.47 eV/A
Total charge ... 0
E_tot ... -867.8823 hartree
Frontier orbital gap ... 0.148 hartree

Cartesian coordinates (Å):
Rb: 7.760 -4.461 12.965
O: 4.151 -9.251 10.752
C: 5.172 -9.410 11.619
O: 4.984 -9.964 12.744
O: 6.238 -8.790 11.472
H: 3.522 -9.814 11.211
C: 10.506 -8.829 7.236
C: 10.339 -10.392 7.239
O: 11.341 -11.080 7.332
C: 8.964 -11.007 7.206
H: 10.394 -8.411 6.235
H: 11.499 -8.454 7.482
H: 9.852 -8.333 7.953
H: 8.975 -11.866 6.535
H: 8.205 -10.250 7.009
H: 8.640 -11.309 8.203
C: 1.442 -15.788 9.524
C: 1.613 -14.882 10.677
O: 2.155 -15.232 11.706
C: 1.166 -13.460 10.528
H: 2.132 -16.630 9.574
H: 1.518 -15.292 8.556
H: 0.472 -16.285 9.566
H: 1.442 -12.946 11.449
H: 0.078 -13.519 10.479
H: 1.496 -13.021 9.586
C: 4.698 -3.799 7.963
C: 5.510 -2.529 7.975
O: 6.657 -2.504 8.431
C: 4.798 -1.258 7.518
H: 5.280 -4.684 8.220
H: 4.225 -4.075 7.021
H: 3.898 -3.646 8.687
H: 5.372 -0.731 6.756
H: 4.599 -0.625 8.383
H: 3.860 -1.614 7.091

---

Which of these has the lowest E_tot? C31H48N4O17